Molecular formula: C3H3N3O
Method: DFT, ωB97M-V with the def2-TZVPD basis set

Summary:
M   97.077 g/mol
Frontier orbital gap   10.071 eV
SMILES   N=C=CC=O.N#N
Electronic energy   -9676.0869 eV

Structure (ORCA input):
```
! wB97M-V def2-TZVPD RIJCOSX def2/J DEFGRID3
* xyz 0 1
N 2.04956 0.00647 0.17920
C 0.88482 -0.32085 0.08251
N 1.02311 2.52266 -0.40036
N 0.02647 2.17857 -0.08334
O -2.13708 0.42778 0.69788
C -1.67382 -0.62044 0.30902
C -0.27593 -0.94847 -0.00462
H 2.53452 0.26861 -0.67272
H -2.32358 -1.51093 0.17784
H -0.07088 -1.97026 -0.30394
*
```



Molecular formula: C28H31AsBrN3PPrS4
Method: DFT, ωB97M-V with the def2-TZVPD basis set

Summary:
M   864.553 g/mol
Expectation value of S²   2.00
Frontier orbital gap (alpha / beta)   5.814 / 5.824 eV
Electronic energy   -231596.5520 eV

Structure (ORCA input):
```
! wB97M-V def2-TZVPD RIJCOSX def2/J DEFGRID3
* xyz -2 3
Pr 0.68507 -2.23507 0.28514
C 3.08601 -0.33504 -1.87414
C 1.82270 0.18679 -2.55664
N 0.58823 -0.28603 -1.93401
C -0.38404 -0.82513 -2.88214
C 0.02803 -2.20493 -3.39533
N 0.56822 -3.07188 -2.35725
C 1.85518 -3.68557 -2.64230
C 2.98926 -2.65760 -2.67065
N 2.96651 -1.73662 -1.54259
H 3.24604 0.20814 -0.94358
H 3.94505 -0.12106 -2.53863
H 1.81392 -0.12126 -3.60695
H 1.85725 1.28457 -2.57152
H 0.15409 0.46849 -1.42243
H -0.52379 -0.15592 -3.74790
H -1.33647 -0.90501 -2.35889
H 0.78160 -2.09516 -4.18419
H -0.84527 -2.66744 -3.86958
H -0.10453 -3.77887 -2.04517
H 1.85981 -4.22982 -3.60338
H 2.04376 -4.41145 -1.84492
H 2.92911 -2.06796 -3.59220
H 3.94205 -3.20050 -2.72303
H 3.60169 -2.03154 -0.81083
C -4.72572 0.80968 3.99011
C -3.76400 -0.17509 4.15413
C -2.69631 -0.27039 3.27790
C -2.57332 0.62480 2.21953
C -3.54662 1.60822 2.05655
C -4.61520 1.70264 2.93339
P -1.09880 0.45600 1.14198
C -1.64031 1.45272 -0.30989
C -2.78137 1.06113 -1.01074
C -3.14910 1.70331 -2.17909
C -2.38122 2.74644 -2.68180
C -1.24461 3.14581 -1.99326
C -0.88305 2.50931 -0.81424
C 0.06822 1.63384 1.91366
C -0.34188 2.82917 2.44021
C 0.58480 3.75223 2.95486
C 1.91429 3.44392 2.93138
C 2.37054 2.20574 2.42061
C 3.75161 1.89651 2.45373
C 4.17434 0.67639 2.02013
C 3.24107 -0.26298 1.52038
C 1.88007 -0.03593 1.41079
C 1.44982 1.25533 1.89696
H -5.56441 0.87087 4.67241
H -3.84916 -0.89747 4.95488
H -1.97761 -1.07651 3.38221
H -3.47991 2.31581 1.23850
H -5.36361 2.47240 2.78682
H -3.36858 0.22544 -0.64613
H -4.03493 1.37654 -2.70920
H -2.66527 3.24139 -3.60243
H -0.63117 3.95702 -2.36575
H 0.00104 2.84410 -0.28426
H -1.39760 3.07401 2.45589
H 0.24157 4.69583 3.36115
H 2.65075 4.14078 3.32071
H 4.44310 2.63224 2.85222
H 5.22640 0.41250 2.06428
H 3.63635 -1.23437 1.23866
S -3.56278 -4.87442 1.83226
As -1.82404 -3.95283 1.04784
S -0.58739 -2.99826 2.62848
S -2.20659 -2.34095 -0.40181
S -0.34136 -5.12047 -0.02192
Br 3.09247 -3.85655 0.88102
*
```



Molecular formula: C22H18Br2NO4
Method: DFT, ωB97M-V with the def2-TZVPD basis set

Summary:
M   520.197 g/mol
Frontier orbital gap   4.618 eV
Electronic energy   -172868.7563 eV

Structure (ORCA input):
```
! wB97M-V def2-TZVPD RIJCOSX def2/J DEFGRID3
* xyz -1 1
C 3.10844 3.14853 -2.88782
C 2.09432 2.95560 -1.81248
C 2.45657 2.27540 -0.65541
C 1.57748 2.13053 0.38169
C 0.27969 2.67043 0.31797
C -0.62500 2.57746 1.37280
N -0.42120 1.85951 2.57071
O -1.34340 1.86129 3.41366
O 0.64929 1.24499 2.75456
C -0.08821 3.32638 -0.87550
C 0.79510 3.44929 -1.91566
H 2.77662 3.86445 -3.63945
H 4.04860 3.52195 -2.47667
H 3.32295 2.20589 -3.39074
H 3.45059 1.86862 -0.58293
H 1.88257 1.62314 1.27691
H -1.57002 3.07316 1.28506
H -1.07887 3.73439 -0.95640
H 0.48389 3.92050 -2.83248
C -4.10431 0.00263 -4.46841
O -2.75137 0.04359 -4.08678
C -2.50801 -0.34288 -2.78372
C -3.49935 -0.75565 -1.87442
C -3.17589 -1.06349 -0.58544
C -1.85109 -0.98224 -0.11762
C -1.51134 -1.27337 1.24650
C -2.30317 -1.00170 2.34788
C -1.91714 -1.46144 3.65681
C -2.63273 -1.14306 4.74830
Br -2.15775 -1.74525 6.44645
C -3.81331 -0.31172 4.66938
O -4.47899 -0.04419 5.65919
C -4.16663 0.17937 3.35491
Br -5.61546 1.35359 3.28957
C -3.46750 -0.15822 2.25901
C -0.85501 -0.63453 -1.04555
C -1.17544 -0.31651 -2.33198
H -4.17889 0.39244 -5.48364
H -4.45435 -1.03011 -4.45151
H -4.70675 0.62492 -3.80444
H -4.52249 -0.83289 -2.19854
H -3.93400 -1.42847 0.08391
H -0.54029 -1.70484 1.42518
H -1.03912 -2.07643 3.76239
H -3.73677 0.28637 1.31638
H 0.16788 -0.59585 -0.71856
H -0.40849 -0.04099 -3.03323
*
```



Molecular formula: C3H4N2O
Method: DFT, ωB97M-V with the def2-TZVPD basis set

Summary:
M   84.078 g/mol
Frontier orbital gap   9.748 eV
Electronic energy   -8200.0953 eV

Structure (ORCA input):
```
! wB97M-V def2-TZVPD RIJCOSX def2/J DEFGRID3
* xyz 0 1
N -1.22723 1.80176 0.68176
C -0.50803 0.90943 0.16166
O -0.50420 -0.32592 0.77290
C 0.31377 -1.39175 0.32729
C 1.04101 -0.91583 -0.87145
N 1.07123 0.10182 -1.44856
H -1.12635 2.64319 0.12086
H 0.22886 1.10324 -0.94127
H -0.31084 -2.25596 0.08253
H 1.02178 -1.66998 1.11426
*
```